Density functional theory data (ωB97M-V with the def2-TZVPD basis set) for C23H43N2OsS as an isolated structure.

Output
Molar mass (g mol⁻¹): 569.9
HOMO-LUMO gap (spin up / spin down) (eV): 7.01 / 7.01
E_LUMO (spin up / spin down) (eV): -12.55 / -12.55

ORCA input file:
```
! RIJCOSX wB97M-V def2-TZVPD def2/J DEFGRID3
* xyz 3 1
Os -0.2607 -0.0954 -0.6875
S 0.6938 -1.7583 -2.1139
N -0.9681 0.6757 -2.6040
N -1.9357 -1.3446 -0.8593
C -0.6757 -2.9675 -2.2899
C 2.5987 3.0209 1.1982
C 0.1597 -0.8618 1.3173
C 3.6142 -0.2665 -0.2178
C 0.7443 1.3514 0.8167
C 0.1299 0.5460 -3.6198
C -0.9897 -0.0360 1.5492
C -0.6294 1.2850 1.1417
C 2.5924 -2.2244 0.9174
C 0.6825 -0.8733 -3.7195
C 1.7105 2.5181 -1.1374
C -3.5168 0.2378 1.7415
C -2.1663 -0.1186 -3.0270
C -1.9493 0.2364 3.6896
C 3.2509 -0.2911 2.2921
C 1.2685 -0.0855 0.8686
C -2.8818 -0.6821 -1.8219
C 0.3596 3.8067 0.4946
C -1.6252 -2.7901 -1.1268
C 2.6746 -0.6894 0.9103
C -2.4006 -1.9097 2.5012
C -2.2419 -0.3982 2.2970
C 1.3608 2.6540 0.3567
H -3.8738 -0.2228 0.8168
H -1.8338 -0.9012 -3.7016
H -1.2916 2.1328 1.1789
H 2.3774 3.0059 2.2654
H 3.8648 0.7886 -0.1995
H 2.2664 1.6112 -1.3837
H 0.2199 -1.9060 1.5768
H -2.8516 0.5138 -3.5931
H -1.1832 -3.1803 -0.2098
H -1.0214 -0.1395 4.1223
H -0.2540 0.8469 -4.5976
H -3.3737 0.1208 -1.2724
H 2.8766 4.0425 0.9373
H 3.4571 2.3901 1.0009
H 3.6051 -2.6218 0.8772
H 4.5504 -0.8136 -0.1136
H 0.0810 3.9838 1.5338
H -3.2841 -2.0990 3.1088
H -1.9054 1.3238 3.6362
H -0.2295 -3.9606 -2.2839
H -1.5486 -2.3388 3.0281
H 0.7999 2.5876 -1.7397
H 2.0566 -2.6386 0.0615
H -0.5444 3.6519 -0.0984
H -2.5407 -2.4785 1.5765
H 3.4052 0.7771 2.4060
H -3.4126 1.3103 1.5784
H 4.2172 -0.7823 2.4112
H 1.7136 -0.8487 -4.0688
H -4.3162 0.1001 2.4686
H -2.5646 -3.3197 -1.3017
H 3.2160 -0.5179 -1.2060
H 0.9161 1.2475 -3.3481
H -1.1594 -2.8183 -3.2520
H 0.8268 4.7183 0.1253
H -2.4276 -1.3441 0.0344
H -2.7646 -0.0366 4.3602
H 2.1463 -2.6073 1.8351
H -3.6494 -1.3998 -2.1194
H 2.6052 -0.6398 3.0993
H -1.2313 1.6587 -2.5656
H 0.1254 -1.4982 -4.4158
H 2.3354 3.3624 -1.4359
*
```